Here is a gas-phase ion, C5H13N2 (charge +1) in a non-equilibrium geometry from the OMol25 dataset. Energies are from the ωB97M-V functional and the def2-TZVPD basis.

```
20
Properties=species:S:1:pos:R:3:mulliken_charge:R:1
C 0.084 1.595 0.820 -1.10
C 0.647 0.406 0.976 0.89
N 1.760 0.259 1.808 -0.57
C -0.041 -0.876 0.553 -1.16
C -0.599 -0.896 -0.887 0.23
C 0.337 -0.317 -1.919 -1.52
N -1.883 -0.080 -0.879 -0.32
H 0.393 2.463 1.363 0.33
H -0.888 1.836 0.405 0.14
H 2.557 0.828 1.548 0.26
H 2.089 -0.667 1.870 0.25
H 0.588 -1.749 0.716 0.46
H -0.877 -0.995 1.250 0.36
H -0.870 -1.931 -1.051 0.42
H 0.560 0.720 -1.692 0.43
H 1.268 -0.882 -1.930 0.37
H -0.041 -0.450 -2.934 0.45
H -2.642 -0.603 -1.331 0.37
H -2.211 0.116 0.063 0.33
H -1.846 0.775 -1.432 0.38
```

Properties
Total energy = -307.5477 Eh
E_LUMO = -0.1296 hartree
Energy above the lowest of the compared OMol25 structures with the same formula, charge and spin = 46.4 kcal/mol
Net charge = +1
Structure (SMILES) = C=C(N)C[C@H](C)[NH3+]
Highest occupied orbital energy = -0.44781 Ha
Largest force on an atom = 1.64 eV Å⁻¹